(1)
{"formula": "C22H38CdN3O4PS2", "method": "ωB97M-V with the def2-TZVPD basis set", "largest_force_ev_per_a": 1.17, "total_energy_ha": -2631.8034, "homo_lumo_gap_ev": 4.657, "total_charge": -2, "relative_energy_ev": 0.000, "elements": ["Cd", "S", "S", "P", "O", "O", "O", "O", "N", "N", "N", "C", "C", "C", "C", "C", "C", "C", "C", "C", "C", "C", "C", "C", "C", "C", "C", "C", "C", "C", "C", "C", "C", "H", "H", "H", "H", "H", "H", "H", "H", "H", "H", "H", "H", "H", "H", "H", "H", "H", "H", "H", "H", "H", "H", "H", "H", "H", "H", "H", "H", "H", "H", "H", "H", "H", "H", "H", "H", "H", "H"], "positions_angstrom": [[0.50, 0.61, 0.31], [2.09, -0.14, 2.06], [5.00, 0.88, 2.50], [-0.40, -2.05, -0.53], [2.88, 1.11, -0.95], [-1.04, -3.45, -1.08], [0.12, -2.62, 0.88], [1.00, -1.97, -1.30], [-0.71, 0.37, 4.06], [2.74, 2.30, 2.93], [0.01, 2.55, -0.62], [-1.33, -0.71, -0.33], [-3.82, 1.70, -1.80], [-3.87, 1.36, -3.15], [-0.11, 2.79, -1.97], [0.41, 1.82, -2.99], [-2.98, 1.02, -0.93], [-0.76, -2.77, 2.00], [-2.08, -3.53, -2.04], [-2.14, -0.03, -1.35], [2.23, -2.60, -0.89], [3.08, 1.38, 1.89], [2.24, -4.08, -1.24], [-3.02, 0.36, -3.61], [-3.13, -4.50, -1.54], [-0.56, 3.65, 1.54], [-0.71, 4.02, -2.17], [-0.53, 3.62, 0.04], [3.82, 3.24, 3.09], [-0.98, 4.55, -0.87], [5.13, 2.46, 3.38], [-0.92, -4.25, 2.31], [-2.16, -0.30, -2.73], [-0.28, 1.74, -3.83], [-0.25, -0.06, 4.86], [2.50, 1.85, 3.81], [-0.09, 0.17, 3.28], [2.38, -2.43, 0.17], [-1.71, -2.29, 1.79], [3.00, -2.05, -1.43], [3.60, 3.95, 3.90], [-2.54, -2.56, -2.22], [-4.43, 2.51, -1.42], [1.39, 2.12, -3.37], [3.93, 3.79, 2.16], [6.01, 3.03, 3.06], [1.42, -4.59, -0.72], [-0.90, 4.62, 1.89], [-2.95, 1.31, 0.12], [3.09, 1.18, 0.03], [0.43, 3.46, 1.96], [-1.66, -3.89, -2.99], [-0.30, -2.24, 2.83], [-1.44, -1.00, -3.13], [-1.29, -4.77, 1.43], [-1.45, 5.50, -0.64], [0.52, 0.82, -2.56], [-3.00, 0.11, -4.66], [-1.62, -4.38, 3.14], [5.22, 2.27, 4.46], [-0.62, 1.37, 4.20], [0.04, -4.68, 2.59], [3.19, -4.52, -0.92], [-0.94, 4.47, -3.12], [-4.53, 1.88, -3.83], [-2.68, -5.47, -1.32], [-1.24, 2.89, 1.94], [-3.92, -4.63, -2.28], [-3.57, -4.12, -0.62], [2.12, -4.23, -2.32], [2.60, 2.02, -1.12]], "lowdin_charge": [1.237, 0.291, 0.554, 0.504, -0.200, -0.229, -0.293, -0.255, -0.012, -0.243, -0.053, -0.304, -0.113, -0.141, -0.413, -0.072, -0.081, -0.285, -0.298, -0.372, -0.274, -0.987, -0.085, -0.130, -0.084, -0.077, -0.115, -0.427, -0.334, -0.116, -0.586, -0.080, -0.122, 0.061, -0.013, 0.069, -0.115, 0.072, 0.096, 0.117, 0.092, 0.082, 0.089, 0.062, 0.098, 0.035, 0.062, 0.059, 0.097, -0.080, 0.046, 0.115, 0.093, 0.098, 0.061, 0.065, 0.042, 0.086, 0.067, 0.031, -0.015, 0.071, 0.070, 0.070, 0.075, 0.068, 0.051, 0.068, 0.077, 0.070, 0.005]}


(2)
{"formula": "C22H38Cl4CuO10", "method": "ωB97M-V with the def2-TZVPD basis set", "largest_force_ev_per_a": 2.91, "total_energy_ha": -5094.6103, "homo_lumo_gap_ev": [8.960, 5.918], "total_charge": 0, "s_squared": 0.77, "spin_multiplicity": 2, "elements": ["Cu", "Cl", "Cl", "Cl", "Cl", "O", "O", "O", "O", "O", "O", "O", "O", "O", "O", "C", "C", "C", "C", "C", "C", "C", "C", "C", "C", "C", "C", "C", "C", "C", "C", "C", "C", "C", "C", "C", "C", "H", "H", "H", "H", "H", "H", "H", "H", "H", "H", "H", "H", "H", "H", "H", "H", "H", "H", "H", "H", "H", "H", "H", "H", "H", "H", "H", "H", "H", "H", "H", "H", "H", "H", "H", "H", "H", "H"], "positions_angstrom": [[-2.64, 1.12, -1.56], [1.59, -1.98, 6.12], [-4.22, -3.31, 1.11], [-3.27, -4.77, -1.25], [1.99, -2.16, 3.23], [6.73, 1.01, -0.04], [4.94, 0.64, -1.32], [-4.27, -0.31, -1.74], [2.88, -6.01, -0.47], [-1.18, 3.97, 3.47], [-0.77, 6.11, 3.91], [-5.50, -2.00, -2.48], [-1.26, 2.67, -2.20], [4.62, -4.89, 0.30], [-1.94, -0.21, -0.20], [-1.16, 3.09, 2.30], [-5.35, -0.82, -1.88], [0.09, 2.84, -2.10], [3.89, -2.66, 0.02], [-1.01, -0.59, 0.74], [4.65, 2.13, 0.52], [-1.05, 5.26, 3.11], [2.48, -2.79, 4.79], [0.44, -0.43, 0.28], [-2.96, -3.43, -0.16], [3.27, 1.72, 0.00], [5.57, 1.19, -0.26], [-0.68, 4.01, 1.19], [0.95, 2.73, -3.33], [-6.82, -2.51, -2.15], [-7.64, -1.24, -2.15], [5.04, -3.53, 0.50], [3.41, -4.96, -0.31], [-1.10, 5.42, 1.60], [-6.71, -0.28, -1.42], [3.53, 0.86, -1.23], [2.97, -3.59, -0.79], [-0.43, 2.33, 2.58], [3.19, -3.57, -1.86], [2.66, 1.24, 0.76], [2.72, 2.61, -0.31], [-1.17, -1.62, 1.09], [5.94, -3.29, -0.07], [3.54, -2.66, 5.00], [0.50, 2.17, -1.31], [-8.63, -1.31, -1.70], [-2.16, 2.67, 2.16], [-6.85, -3.19, -1.29], [-1.12, 0.07, 1.62], [5.01, 3.11, 0.21], [-6.67, -0.33, -0.33], [0.63, -0.83, -0.72], [-7.72, -0.92, -3.19], [2.99, -0.09, -1.11], [0.22, 3.81, -1.58], [-6.77, 0.76, -1.76], [0.76, 3.58, -4.00], [3.13, 1.26, -2.16], [-0.41, 6.20, 1.33], [0.66, 0.63, 0.16], [0.75, 1.83, -3.90], [5.24, -3.38, 1.56], [1.10, -1.00, 0.94], [-1.18, 3.72, 0.26], [4.23, -1.95, -0.74], [-2.00, -3.59, 0.30], [2.19, -3.83, 4.90], [-2.14, 5.62, 1.33], [1.91, -3.43, -0.62], [0.36, 3.89, 0.87], [-3.02, -2.48, -0.68], [2.02, 2.79, -3.12], [-7.08, -3.14, -3.01], [4.75, 2.03, 1.60], [3.33, -2.00, 0.68]], "lowdin_spin": [0.375, 0.000, 0.000, 0.000, 0.000, 0.000, 0.000, -0.001, 0.000, 0.000, 0.000, 0.000, 0.316, 0.000, 0.214, 0.000, 0.000, 0.031, 0.000, 0.020, 0.000, 0.000, 0.000, 0.005, 0.001, 0.001, 0.000, -0.001, 0.002, 0.000, 0.000, 0.000, 0.000, 0.000, 0.000, 0.000, 0.000, 0.000, 0.000, 0.000, 0.000, 0.012, 0.000, 0.000, 0.016, 0.000, 0.000, 0.000, -0.001, 0.000, 0.000, 0.000, 0.000, 0.000, 0.009, 0.000, 0.000, 0.000, 0.000, 0.001, 0.000, 0.000, 0.000, -0.001, 0.000, 0.000, 0.000, 0.000, 0.000, 0.000, 0.001, 0.000, 0.000, 0.000, 0.000]}